Entry 1:
{"formula": "C4H8N4O", "method": "ωB97M-V with the def2-TZVPD basis set", "homo_lumo_gap_ev": 9.43, "symbols": ["C", "C", "C", "C", "H", "H", "H", "H", "H", "H", "H", "H", "N", "N", "N", "N", "O"], "coordinates": [[1.208, 0.061, 0.979], [0.283, 1.718, -0.414], [-2.607, -0.295, 0.238], [-1.399, -0.969, -0.392], [3.217, 0.393, -0.066], [3.151, -1.383, -0.842], [0.838, 0.102, 2.069], [0.655, 2.485, -1.062], [-3.032, 0.233, -0.591], [-3.100, -1.064, 0.949], [-1.442, -0.814, -1.435], [-0.769, -1.864, 0.025], [2.375, -0.568, -0.743], [1.673, -1.002, 0.423], [-1.015, 1.404, -0.285], [-1.304, 0.177, 0.556], [1.268, 1.386, 0.592]], "forces_ev_per_a": [[-0.95, -0.99, 3.81], [-3.44, -1.18, 3.46], [-0.10, -3.57, 0.54], [1.09, -1.26, 2.51], [-2.50, -3.13, -3.18], [-2.26, 2.40, 0.03], [0.38, -0.99, -1.93], [-0.22, 0.24, -0.28], [-1.28, 0.32, 0.34], [0.25, 2.43, -0.84], [0.91, 0.36, -0.97], [-1.81, 1.59, -0.96], [5.57, 0.30, 2.01], [-0.37, 2.85, 0.46], [3.93, -0.51, -0.82], [1.50, 1.90, -1.65], [-0.71, -0.76, -2.52]], "lowdin_charge": [-0.333, -0.097, -0.163, -0.157, 0.228, 0.096, 0.149, 0.113, 0.090, 0.137, 0.076, 0.127, -0.064, -0.075, 0.096, -0.134, -0.088]}

Entry 2:
{"formula": "C4H8NO", "method": "ωB97M-V with the def2-TZVPD basis set", "charge": -1, "homo_lumo_gap_ev": [6.30, 6.19], "symbols": ["C", "C", "C", "C", "N", "O", "H", "H", "H", "H", "H", "H", "H", "H"], "coordinates": [[-2.229, 0.552, -0.686], [-1.028, 1.141, -0.870], [1.669, -0.630, 1.068], [0.507, -1.252, 0.444], [0.175, 0.552, -0.949], [1.276, 1.238, -0.760], [-3.143, 1.086, -0.895], [-2.328, -0.460, -0.335], [-1.034, 2.188, -1.202], [1.480, -0.274, 2.082], [2.578, -1.234, 1.047], [1.895, 0.303, 0.438], [0.633, -1.999, -0.316], [-0.451, -1.210, 0.934]], "forces_ev_per_a": [[-0.37, -0.11, 0.23], [-0.43, 0.75, -0.21], [0.15, 0.02, 0.02], [-0.27, 1.40, -0.35], [1.60, -1.72, 0.14], [-0.69, 0.43, -0.16], [-0.03, 0.15, 0.01], [0.06, -0.28, 0.01], [0.15, -0.05, 0.23], [0.01, -0.08, 0.07], [0.06, -0.12, 0.05], [-0.09, -0.13, 0.12], [0.00, -0.19, -0.22], [-0.16, -0.08, 0.05]], "lowdin_charge": [-0.096, -0.328, -0.232, -0.097, -0.202, -0.305, -0.008, -0.001, 0.088, 0.053, 0.047, 0.037, 0.028, 0.018]}

Entry 3:
{"formula": "C4H8NO", "method": "ωB97M-V with the def2-TZVPD basis set", "charge": 1, "smiles": "C/C=[N+]1/C[C@H]1O", "homo_lumo_gap_ev": 10.76, "symbols": ["C", "C", "N", "C", "C", "O", "H", "H", "H", "H", "H", "H", "H", "H"], "coordinates": [[-1.932, 0.656, 0.146], [-1.172, -0.561, -0.161], [0.082, -0.614, 0.226], [1.429, -1.190, -0.118], [1.265, 0.240, 0.414], [1.303, 1.274, -0.509], [-3.127, 0.554, 0.111], [-1.648, 1.489, -0.598], [-1.614, 0.952, 1.038], [-1.806, -1.371, -0.605], [1.681, -1.991, 0.681], [1.792, -1.536, -1.046], [1.588, 0.560, 1.341], [2.158, 1.540, -0.920]], "forces_ev_per_a": [[-3.36, 0.09, -4.44], [0.50, 0.23, 0.54], [-0.45, -0.78, -2.17], [-0.83, -1.06, 4.61], [0.11, -0.49, -3.74], [-0.31, 0.21, -0.40], [2.93, -0.03, 0.08], [-0.34, -1.22, 0.90], [1.02, 1.75, 3.99], [1.66, 0.09, 0.20], [-0.23, 1.61, -1.20], [-0.36, 0.42, -1.52], [0.26, -0.04, 2.28], [-0.58, -0.77, 0.86]], "lowdin_charge": [-0.024, 0.015, 0.049, 0.074, -0.230, 0.030, 0.159, 0.146, 0.037, 0.172, 0.163, 0.115, 0.144, 0.151]}

Entry 4:
{"formula": "C4H8NO", "method": "ωB97M-V with the def2-TZVPD basis set", "charge": 1, "homo_lumo_gap_ev": 9.75, "symbols": ["C", "C", "C", "C", "N", "O", "H", "H", "H", "H", "H", "H", "H", "H"], "coordinates": [[-2.490, -0.805, 0.036], [-1.354, -0.593, 0.337], [0.916, -1.462, -0.250], [0.018, -0.532, 0.415], [0.619, 0.364, 1.254], [0.059, 2.284, -0.699], [-3.521, -0.619, 0.160], [0.755, -1.204, -1.391], [0.766, -2.559, -0.266], [1.889, -1.115, -0.045], [-0.116, 1.711, -1.467], [0.307, 1.272, 1.519], [1.585, 0.200, 1.383], [0.569, 3.057, -0.985]], "forces_ev_per_a": [[-0.96, 0.68, 0.75], [0.42, 0.00, -0.84], [-0.82, -0.14, -3.41], [1.87, 1.85, 3.56], [-1.27, -2.70, -2.37], [0.01, -0.31, -0.14], [-0.82, -0.45, -0.51], [0.28, -0.37, 1.85], [-0.17, 0.75, 0.67], [1.43, -0.36, 0.19], [0.23, 0.85, 0.22], [-1.02, 0.45, 0.15], [1.09, 0.11, 0.11], [-0.28, -0.36, -0.24]], "lowdin_charge": [0.265, -0.027, 0.023, -0.287, 0.253, -0.058, 0.076, 0.172, 0.132, 0.076, 0.056, 0.132, 0.121, 0.066]}

Entry 5:
{"formula": "C4H8NO", "method": "ωB97M-V with the def2-TZVPD basis set", "charge": 1, "homo_lumo_gap_ev": [7.87, 7.93], "symbols": ["C", "C", "C", "C", "N", "O", "H", "H", "H", "H", "H", "H", "H", "H"], "coordinates": [[-2.719, 0.057, 0.190], [1.570, 0.248, -0.094], [0.262, 0.832, -0.574], [1.121, -0.922, 0.621], [-0.486, -0.316, -0.818], [-0.160, -1.271, -0.179], [-3.374, -0.849, 0.025], [-3.460, 0.878, 0.371], [2.146, -0.043, -1.039], [2.295, 1.034, 0.328], [-0.216, 1.393, 0.311], [0.261, 1.438, -1.455], [1.896, -1.778, 0.617], [0.864, -0.699, 1.694]], "forces_ev_per_a": [[-1.15, -0.24, 0.12], [3.11, 2.45, -2.96], [0.71, 1.93, 2.15], [1.60, -1.98, 2.82], [-4.04, 0.88, -1.91], [2.75, -2.17, 1.74], [0.64, 0.57, 0.07], [0.49, -0.26, -0.19], [-0.67, 0.01, 1.14], [-1.49, -1.44, 0.19], [0.28, -0.71, -1.45], [0.05, 0.46, -0.37], [-1.91, 0.95, -0.25], [-0.36, -0.45, -1.09]], "lowdin_charge": [0.303, -0.181, -0.165, -0.055, 0.046, 0.061, 0.008, -0.004, 0.154, 0.178, 0.181, 0.140, 0.175, 0.158]}

Entry 6:
{"formula": "C4H8NO", "method": "ωB97M-V with the def2-TZVPD basis set", "charge": 1, "homo_lumo_gap_ev": 11.65, "symbols": ["C", "C", "C", "C", "N", "O", "H", "H", "H", "H", "H", "H", "H", "H"], "coordinates": [[0.972, -1.635, -0.316], [1.894, 0.003, 2.835], [-0.587, 1.186, -0.570], [-0.572, 0.116, 0.502], [0.582, -0.724, 0.520], [2.076, 0.656, 3.716], [0.544, -1.881, -1.232], [1.911, -2.156, 0.019], [1.228, -0.414, 1.315], [0.338, 1.774, -0.561], [-0.764, 0.597, -1.496], [-1.319, 1.974, -0.353], [-1.352, -0.582, 0.387], [-0.761, 0.377, 1.542]], "forces_ev_per_a": [[2.06, 1.18, 3.63], [0.20, 0.13, 0.14], [0.24, 0.00, 0.16], [-1.24, 0.04, 0.63], [2.27, -0.65, -1.04], [0.20, 0.29, 0.66], [-1.29, -0.33, -1.26], [-0.95, 0.49, -0.73], [-0.46, -1.40, -0.93], [0.17, -0.50, -0.38], [0.15, 1.23, 0.17], [-0.35, -0.72, -0.32], [-1.48, -0.61, -0.75], [0.47, 0.83, 0.02]], "lowdin_charge": [0.211, 0.091, -0.038, -0.238, -0.009, 0.183, 0.103, 0.143, 0.021, 0.088, 0.099, 0.097, 0.118, 0.131]}

The following DFT total energy values (in hartree) correspond, in order, to the records above: -451.19498 -287.04979 -286.84340 -286.85706 -286.63261 -286.89902.